No. 1
Density functional theory data (ωB97M-V/def2-TZVPD) for the molecule C4H10FN at a distorted geometry.

- LUMO energy (hartree) = 0.039
- HOMO-LUMO gap (eV) = 10.652
- HOMO energy (eV) = -9.60

The geometry in XYZ format:
```
16
Properties=species:S:1:pos:R:3:forces:R:3
C -2.123983 -0.774778 -0.273283 0.85 0.84 1.11
C -0.755934 0.024840 -0.216963 -0.39 -1.02 -1.83
C 0.344290 -0.732891 0.627895 -1.75 -1.26 -2.59
C 1.625854 -0.012398 0.534604 1.54 -0.20 -0.36
H -2.001046 -1.757834 -0.736373 0.04 0.00 0.35
H -2.492765 -0.836293 0.785725 0.02 -0.30 -0.95
H -2.862775 -0.230851 -0.874660 0.19 0.02 0.20
H -0.402016 -0.021411 -1.312624 -0.24 0.64 1.67
H -1.576681 1.478274 0.984847 -0.46 0.01 0.59
H -1.442489 1.897601 -0.576941 0.20 0.05 0.44
H -0.084438 -0.825537 1.605096 0.33 -0.07 0.96
H 0.490611 -1.821103 0.188216 -0.44 2.11 0.86
H 2.413752 -0.530521 1.096386 -0.04 0.11 -0.22
H 1.575373 1.006015 0.862267 -0.21 0.57 0.19
N -0.953903 1.453839 0.204302 0.69 -1.26 -1.36
F 2.057603 0.048462 -0.831731 -0.34 -0.24 0.95
```
Forces are in eV/Å.



No. 2
Density functional theory data (ωB97M-V/def2-TZVPD) for the ion C2H2NO3S2 with charge -1 at a distorted geometry.

- LUMO energy (alpha / beta) (hartree) = 0.122 / 0.069
- HOMO-LUMO gap (alpha / beta) (eV) = 5.266 / 6.677
- net charge = -1
- ⟨S²⟩ = 2.009
- spin multiplicity = 3
- HOMO energy (alpha / beta) (eV) = -1.94 / -4.79

The geometry in XYZ format:
```
10
Properties=species:S:1:pos:R:3:forces:R:3
C 0.571614 1.157980 -0.017624 -0.07 1.21 1.26
C 1.015252 -0.207886 -0.273120 0.51 -3.30 -0.51
N -0.713301 1.427999 0.109280 -2.95 -1.10 -0.88
O 1.463275 1.964212 0.294239 0.24 0.15 -0.42
O -0.364109 -2.238955 0.813202 -0.24 -0.93 2.43
O -2.947158 0.135838 0.538888 -2.31 -0.14 2.08
S -0.255520 -1.520754 -0.448207 2.85 -1.63 -2.89
S -1.922338 0.290667 -0.461433 1.79 4.63 -1.14
H 1.643928 -0.357221 -1.173907 -0.06 0.42 0.57
H 1.508361 -0.651884 0.618683 0.23 0.69 -0.50
```
Forces are in eV/Å.



No. 3
Density functional theory data (ωB97M-V/def2-TZVPD) for a cluster of 14 separate species, C60H106N13O6S in total at a distorted geometry.

- LUMO energy (hartree) = 0.072
- HOMO-LUMO gap (eV) = 7.294
- net charge = -1
- HOMO energy (eV) = -5.33

The geometry in XYZ format:
```
186
Properties=species:S:1:pos:R:3:forces:R:3
C -21.673294 -24.504732 14.562238 -0.79 -0.98 -0.13
O -20.621778 -24.781025 13.652810 0.90 0.97 0.72
C -20.183652 -26.112235 13.656015 0.33 -1.08 -0.16
C -19.448731 -26.603334 14.908515 0.20 1.62 1.05
N -18.744870 -25.410388 15.549475 -0.23 -0.51 -0.90
H -19.470941 -24.765894 15.869615 0.21 0.33 -0.27
H -18.269951 -25.743872 16.398468 0.81 -0.47 0.37
C -17.755897 -24.704926 14.667655 -0.14 0.55 0.51
C -17.179566 -23.541185 15.462993 -0.54 0.14 0.09
O -18.257482 -22.666552 15.725731 -0.47 0.18 0.30
C -17.883002 -21.567817 16.545556 1.70 -0.16 -1.05
H -21.755084 -23.510623 15.004444 0.65 0.40 -0.85
H -21.637619 -25.133229 15.457519 0.01 -0.30 -0.22
H -22.561746 -24.744491 13.964185 -0.47 0.29 0.65
H -19.475683 -26.225160 12.834388 -0.10 0.31 -0.07
H -21.010563 -26.785525 13.423102 0.06 -0.12 0.42
H -18.665115 -27.328938 14.702145 -0.24 -0.12 -0.17
H -20.079760 -26.935829 15.733423 -0.19 -0.44 -0.28
H -18.363560 -24.392120 13.821667 0.35 0.41 -0.14
H -16.933322 -25.328780 14.318029 -0.35 -0.49 0.40
H -16.381534 -23.007596 14.933168 0.05 -0.19 -0.14
H -16.781731 -23.879033 16.427564 0.23 -0.20 -0.17
H -18.738353 -20.916554 16.651583 -0.02 -0.07 0.41
H -17.054395 -21.045034 16.039388 -0.38 0.41 -0.33
H -17.318307 -21.857432 17.440116 -0.94 -0.26 0.56
S -17.334567 -27.452497 18.164186 0.81 -3.49 4.36
O -16.150812 -28.151356 18.708438 -0.10 0.59 -1.07
O -16.920949 -26.432333 17.197498 0.31 1.49 -2.72
O -18.219914 -28.480612 17.542223 -0.31 1.44 -0.43
O -17.981722 -26.746713 19.285528 -1.26 0.38 -0.27
C -20.223318 -24.662086 7.556813 0.15 -0.17 0.08
C -21.447671 -25.146277 8.349201 0.56 0.55 -0.10
N -21.327743 -26.533047 8.776349 -0.57 -0.65 0.58
C -22.319556 -26.811802 9.823453 -1.30 -0.35 0.48
C -21.996476 -26.292708 11.217031 0.28 -0.04 -0.49
C -21.592972 -27.448133 7.655105 1.24 0.03 0.14
C -20.954907 -28.825031 7.845178 -0.28 -0.38 -0.37
H -20.352407 -23.603426 7.333667 0.11 0.01 -0.10
H -19.947628 -25.194358 6.643864 -0.63 -0.03 -0.19
H -19.310985 -24.785799 8.146679 -0.16 0.23 0.39
H -21.487520 -24.471805 9.207489 -0.01 -0.36 0.19
H -22.408454 -24.965371 7.846433 0.07 -0.13 -0.41
H -23.327857 -26.536769 9.467106 0.06 0.72 0.00
H -22.530792 -27.874301 9.989061 0.88 -0.27 -0.48
H -22.727986 -26.611000 11.961257 -0.21 -0.12 -0.21
H -21.055120 -26.780444 11.476750 -0.10 0.45 0.06
H -21.927578 -25.206881 11.297229 0.25 -0.24 -0.05
H -21.104236 -26.990699 6.794718 -0.40 -0.06 -0.26
H -22.673226 -27.539738 7.498847 -0.05 0.04 -0.23
H -19.864523 -28.846599 7.821551 0.02 0.50 0.36
H -21.210118 -29.469281 6.998457 -0.33 0.03 0.05
H -21.313275 -29.322473 8.746479 0.10 0.01 0.05
C -24.400615 -20.767872 15.563098 -0.26 -0.62 -0.75
C -24.832103 -22.254542 15.468612 0.34 1.48 0.49
N -26.111904 -22.422932 14.820855 -0.74 -0.34 0.36
C -26.462000 -23.833766 14.806747 -0.86 -0.18 0.27
C -27.891071 -24.135556 14.279990 1.01 -0.98 -0.60
C -26.337110 -21.748151 13.544300 1.73 -0.01 -0.08
C -25.340758 -22.183066 12.455704 -1.02 -0.29 -1.16
H -25.264477 -20.116945 15.700079 -0.04 -0.11 0.45
H -23.959200 -20.432678 14.621615 0.32 -0.01 0.13
H -23.694624 -20.678438 16.385378 0.08 0.29 -0.10
H -24.007197 -22.839013 15.039051 -0.07 -0.10 -0.27
H -24.901157 -22.567760 16.513116 -0.34 -0.42 -0.11
H -25.687090 -24.415641 14.286564 -0.21 -0.18 -0.31
H -26.461013 -24.242679 15.820278 0.35 0.46 0.22
H -27.821185 -24.465285 13.239111 -0.25 0.54 -0.21
H -28.260536 -25.045135 14.757630 -0.10 0.21 0.33
H -28.613009 -23.333445 14.397849 0.11 0.09 0.10
H -26.166016 -20.678477 13.672379 -0.48 0.06 0.25
H -27.354911 -21.944485 13.222267 -0.06 0.18 0.00
H -25.502900 -21.673607 11.497576 -0.11 0.52 0.27
H -25.596701 -23.198633 12.136189 0.67 -0.32 0.44
H -24.289805 -22.026873 12.687083 -0.01 -0.36 0.32
C -15.522777 -19.481992 9.723949 0.61 -0.77 -1.22
C -16.788581 -20.320928 9.862965 -1.57 1.40 1.47
N -16.832644 -21.458311 10.816578 1.38 -0.09 -1.34
C -16.252229 -21.148467 12.134194 -0.56 0.94 -0.20
C -17.141343 -20.219974 12.960041 -0.43 -0.41 0.95
C -16.015535 -22.535488 10.187570 -0.41 0.54 0.52
C -16.426035 -23.884958 10.757259 1.61 0.58 -0.12
H -14.972462 -19.350761 10.650460 -0.16 0.29 0.03
H -15.727051 -18.533374 9.226696 -0.29 0.19 0.47
H -14.837274 -19.940936 9.000933 0.15 -0.25 0.29
H -17.568073 -19.633737 10.228347 0.12 0.05 0.05
H -17.212803 -20.622906 8.906988 0.37 -0.36 -0.11
H -15.255292 -20.714864 12.013484 0.14 -0.15 0.09
H -16.142715 -22.077824 12.690151 0.01 -0.11 -0.07
H -18.051599 -20.767585 13.219442 -0.10 0.08 -0.10
H -17.458339 -19.244266 12.589721 0.32 -0.14 -0.66
H -16.682361 -19.999232 13.927685 0.25 -0.13 -0.07
H -16.189313 -22.454754 9.115730 -0.14 -0.33 -0.07
H -14.960840 -22.259701 10.328343 0.10 -0.47 0.04
H -17.397639 -23.817179 11.244875 0.43 0.58 -0.01
H -16.450077 -24.668345 9.997320 0.17 0.48 0.05
H -15.726717 -24.258231 11.511182 0.05 0.34 -0.08
N -18.945201 -19.207760 18.973666 0.04 0.30 -0.61
C -19.605350 -20.401255 19.159121 0.18 0.83 -0.04
C -18.863888 -21.134837 20.037985 -0.22 0.00 0.34
C -17.754765 -20.339398 20.400404 1.30 0.10 0.00
C -17.758360 -19.167836 19.670972 -1.35 -0.87 0.51
H -19.303939 -18.445448 18.427126 0.05 -0.09 -0.11
H -20.529758 -20.568714 18.633811 -0.03 -0.21 0.12
H -19.096322 -22.111323 20.429377 -0.06 -0.03 -0.09
H -16.969935 -20.629567 21.084113 -0.04 -0.04 -0.07
H -17.114140 -18.308162 19.650251 0.05 0.00 0.03
N -19.674815 -21.875617 11.030782 -0.43 0.00 -0.64
C -20.511954 -20.773106 11.089915 0.56 -1.18 0.69
C -21.806241 -21.252005 11.303257 0.78 2.04 -0.57
C -21.733321 -22.623399 11.196662 -0.33 -2.19 0.48
C -20.424520 -23.017162 11.069802 -0.08 0.75 -0.04
H -18.658890 -21.830633 10.857142 -0.16 0.10 0.28
H -20.006536 -19.821930 11.054837 -0.52 0.28 0.11
H -22.670545 -20.641005 11.509073 -0.05 -0.03 -0.21
H -22.513368 -23.366317 11.294259 -0.28 0.41 0.08
H -20.043777 -24.024463 11.072151 0.30 0.15 -0.03
N -17.128311 -29.358059 15.331340 -0.44 0.58 -0.45
C -18.153265 -29.882732 14.596314 0.08 -0.04 -0.02
C -17.614566 -30.699408 13.630130 0.59 -0.49 0.37
C -16.200877 -30.715759 13.861107 -0.67 -0.05 -1.48
C -15.952054 -29.804030 14.835996 0.76 -0.31 1.23
H -17.302800 -28.761060 16.168499 -0.14 -0.73 -0.12
H -19.172031 -29.641031 14.850701 -0.03 0.00 -0.06
H -18.087011 -31.272991 12.848647 -0.33 0.06 0.16
H -15.504596 -31.287342 13.266289 0.18 0.13 0.15
H -15.027532 -29.584700 15.349810 -0.02 0.11 -0.08
N -18.789954 -27.011087 10.352978 1.80 0.34 1.56
C -18.065404 -25.974720 10.892830 -0.52 0.27 -0.79
C -17.158752 -26.445963 11.797581 -0.64 0.34 0.53
C -17.396287 -27.840385 11.963913 1.16 1.15 -0.85
C -18.315037 -28.138487 11.003754 -1.62 -1.35 -0.80
H -19.537978 -26.862258 9.682816 -0.27 -0.51 -0.08
H -18.125548 -24.942550 10.572535 -1.16 -1.36 -0.25
H -16.474265 -25.799590 12.328490 -0.12 -0.55 -0.02
H -16.715679 -28.445765 12.540254 -0.62 -0.58 0.00
H -18.688653 -29.098358 10.672372 0.00 -0.03 0.27
N -22.985404 -29.039929 16.725666 -0.63 1.07 0.53
C -23.155360 -27.898938 17.448798 -0.01 1.13 0.12
C -23.230488 -26.815260 16.598203 0.19 -1.15 -0.33
C -23.122423 -27.364657 15.273226 -0.14 0.93 0.91
C -23.015712 -28.713859 15.385696 0.18 -1.32 0.01
H -22.920912 -29.889193 17.255331 0.08 -0.52 -0.83
H -23.220473 -27.921940 18.524567 0.15 -0.08 -0.04
H -23.311682 -25.770198 16.844542 -0.01 -0.07 0.20
H -23.053925 -26.710898 14.426061 -0.29 -0.47 -0.47
H -23.042175 -29.512438 14.662078 0.31 0.16 -0.16
N -15.604496 -24.733444 18.836973 0.64 1.33 0.19
C -14.281807 -24.765999 19.245028 -1.34 0.10 -0.80
C -14.201846 -23.928380 20.312895 1.53 0.42 2.14
C -15.467599 -23.451270 20.687063 -1.15 0.17 -2.25
C -16.286232 -23.850277 19.634486 -0.13 -0.99 0.95
H -15.989520 -25.211409 18.016256 -0.09 -0.30 0.51
H -13.561573 -25.335045 18.683894 0.13 -0.04 0.20
H -13.326288 -23.549886 20.830613 0.28 -0.74 0.00
H -15.832710 -22.844955 21.497847 0.47 0.15 0.09
H -17.345706 -23.667338 19.551102 -0.04 -0.28 -0.28
N -20.386339 -25.454894 18.877389 -1.21 1.08 0.76
C -21.647780 -25.528989 19.417905 0.27 -1.39 -0.29
C -22.415511 -24.455254 19.051986 0.78 -0.20 -0.11
C -21.556332 -23.659012 18.228255 -0.06 0.96 1.23
C -20.304909 -24.223604 18.288463 0.40 -0.78 -1.21
H -19.610553 -26.118554 19.042456 0.46 0.13 0.05
H -21.930587 -26.456742 19.894778 -0.04 0.23 0.27
H -23.404484 -24.280692 19.440281 -0.15 0.15 -0.38
H -21.738122 -22.641237 17.911466 -0.09 -0.10 -0.22
H -19.368117 -23.874035 17.875725 -0.06 0.09 0.03
N -13.490881 -21.842905 18.253473 0.75 -0.89 -0.10
C -13.077100 -21.960556 16.951905 -0.35 1.85 0.32
C -13.550432 -20.807566 16.332056 0.35 -1.77 -2.71
C -14.426006 -20.161742 17.155351 0.23 0.68 2.80
C -14.250555 -20.733711 18.439840 -1.46 0.45 -1.95
H -13.273639 -22.616972 18.874137 -0.61 0.57 0.42
H -12.516645 -22.799044 16.579762 0.18 0.04 0.16
H -13.430408 -20.553825 15.284151 0.11 -0.24 0.05
H -15.094097 -19.355272 16.897964 0.21 0.22 0.16
H -14.850660 -20.429076 19.279861 0.38 -0.65 0.50
N -14.746687 -26.541301 15.250773 0.01 0.83 -0.33
C -14.746623 -26.702034 13.882907 0.73 -1.46 0.57
C -13.890758 -25.793134 13.331205 -0.22 0.98 -0.16
C -13.497446 -24.911808 14.369715 -0.21 -0.13 0.80
C -14.048192 -25.399425 15.543596 0.51 -0.03 -0.56
H -15.250645 -27.081892 15.948193 -0.20 0.21 -0.21
H -15.160181 -27.590225 13.432189 -0.10 0.13 0.17
H -13.607083 -25.705846 12.294530 -0.15 -0.11 -0.06
H -12.908634 -24.009091 14.325447 0.10 -0.08 -0.19
H -13.900923 -25.007424 16.535021 -0.32 -0.16 0.11
```
Forces are in eV/Å.



No. 4
Density functional theory data (ωB97M-V/def2-TZVPD) for the molecule C4H9N at a distorted geometry.

- LUMO energy (hartree) = 0.043
- HOMO-LUMO gap (eV) = 9.029
- HOMO energy (eV) = -7.86

The geometry in XYZ format:
```
14
Properties=species:S:1:pos:R:3:forces:R:3
C -1.597646 -1.149686 -1.459266 -1.04 1.45 2.10
C -0.644266 -0.861812 -0.361257 2.90 -1.61 -1.23
C -0.343488 0.394354 0.029046 -0.96 -1.14 3.03
N 0.627274 0.428070 1.095296 0.91 0.30 -0.07
C 1.896446 1.023722 0.661146 -0.59 -0.27 -0.75
H -2.148682 -2.054451 -1.608878 0.62 -0.83 0.00
H -1.533672 -0.492411 -2.307431 -0.24 0.23 -0.02
H -2.093315 -0.702460 -0.517637 -2.43 0.19 -1.86
H -0.124586 -1.697681 0.130232 0.17 0.32 -0.25
H -1.218715 0.967633 0.349735 0.10 0.95 -1.52
H 0.280741 0.977572 1.869967 -0.08 0.06 -0.02
H 1.706949 1.987895 0.173488 0.41 0.25 0.34
H 2.612315 1.056984 1.467462 0.11 0.29 0.30
H 2.316980 0.395632 -0.119067 0.12 -0.20 -0.04
```
Forces are in eV/Å.



The ΔE to the lowest compared entry with this formula, charge and spin results, record by record, are as follows: 8.0, 0.0, 0.0, 84.4 kcal per mole.
The E_tot results, record by record, are as follows: -8517.3339, -31407.1637, -106427.8251, -5780.1522 eV.